one:
Molecular formula: C3H10N2S
Method: DFT, the ωB97M-V functional and the def2-TZVPD basis

Calculated values
Charge   0
HOMO energy   -8.95 eV
Structure (SMILES)   NCNCCS
Lowest unoccupied orbital energy   1.04 eV
Gap between HOMO and LUMO   9.987 eV

Geometry as XYZ:
```
16
C3H10N2S (the ωB97M-V functional and the def2-TZVPD basis)
N -1.36 -2.54 -0.29
C -1.16 -1.13 -0.36
N 0.06 -0.64 0.33
C 0.39 0.65 -0.24
C 1.41 1.44 0.59
S 1.31 3.20 0.14
H -1.55 -3.13 -1.07
H -1.92 -2.93 0.45
H -1.18 -0.89 -1.43
H -2.04 -0.64 0.07
H 0.69 -1.36 -0.03
H 0.76 0.64 -1.28
H -0.52 1.25 -0.32
H 1.21 1.29 1.65
H 2.43 1.08 0.41
H 1.48 3.75 1.38
```

two:
Molecular formula: C3H10N2S
Method: DFT, the ωB97M-V functional and the def2-TZVPD basis

Calculated values
Charge   0
HOMO energy   -8.69 eV
Structure (SMILES)   NC[C@H](N)CS
Lowest unoccupied orbital energy   0.94 eV
Gap between HOMO and LUMO   9.629 eV

Geometry as XYZ:
```
16
C3H10N2S (the ωB97M-V functional and the def2-TZVPD basis)
N -2.16 -0.09 -0.97
C -0.75 -0.38 -1.07
C 0.08 -0.04 0.23
N -0.25 1.21 0.86
C 1.48 -0.25 0.14
S 2.57 -0.79 1.49
H -2.30 0.90 -1.28
H -2.70 -0.67 -0.38
H -0.70 -1.46 -1.32
H -0.37 0.34 -1.91
H -0.29 -0.90 0.79
H 0.29 2.01 0.41
H 0.10 1.17 1.81
H 1.70 -1.06 -0.65
H 1.83 0.59 -0.41
H 1.49 -0.59 2.28
```

Energies relative to the most stable structure, in eV: one 0.000; two 0.872.